Below is a structure of composition C3H5N3O in a non-equilibrium geometry, with properties calculated with ωB97M-V with the def2-TZVPD basis set.

Results
- highest occupied orbital energy (eV) = -9.991
- charge = 0
- lowest unoccupied orbital energy (eV) = -0.192
- energy relative to the best compared isomer or geometry (same formula, charge and spin) (kcal per mole) = 110.1
- orbital gap (eV) = 9.8

Last column: Löwdin charge in e.
Positions of all 12 atoms, in Å:
O  -2.57979  0.89956  -0.18874  -0.045
N  0.70390  -1.07161  0.58904  0.098
N  2.19959  0.59003  -0.04417  0.105
N  0.45422  1.06578  -0.66496  0.195
C  -0.20795  0.17958  -0.07652  -0.293
C  -1.66987  -0.08969  0.20132  -0.237
C  1.88764  -0.64840  0.36652  -0.389
H  2.33230  -1.62637  0.65063  0.134
H  -1.74081  -0.19946  1.29046  0.129
H  2.84484  0.80074  -0.80264  0.088
H  -1.88199  -1.07628  -0.23933  0.125
H  -2.34209  1.17611  -1.08162  0.091

Forces on atoms 1 to 6 (eV/Å):
0.22 0.09 -0.30
-3.04 3.12 -1.59
-2.71 0.31 -1.25
1.64 -0.85 1.63
2.32 -2.10 1.30
0.45 -0.07 -0.03



Below is a cluster of 16 separate species, C32H96O16 in total in a non-equilibrium geometry, with properties calculated with ωB97M-V with the def2-TZVPD basis set.

Results
- highest occupied orbital energy (eV) = -9.453
- charge = 0
- lowest unoccupied orbital energy (eV) = 0.080
- energy relative to the best compared isomer or geometry (same formula, charge and spin) (kcal per mole) = 44.5
- orbital gap (eV) = 9.5

Last column: Löwdin charge in e.
Positions of all 144 atoms, in Å:
O  -1.09832  -0.83367  -0.40212  -0.109
O  -3.57896  0.08977  -1.53833  -0.113
O  -4.03855  2.81336  4.21289  -0.091
O  -3.82280  1.06504  2.00964  -0.107
O  4.19318  -3.50343  1.84771  -0.088
O  3.78856  2.84140  -4.11956  -0.087
O  -1.47855  -3.20270  0.91535  -0.118
O  2.76936  -5.65025  0.71618  -0.088
O  3.23226  1.58018  2.46311  -0.090
O  2.83231  3.89975  0.86722  -0.090
O  -0.09194  0.40152  -6.11069  -0.076
O  0.05270  3.80687  -5.06875  -0.081
O  6.85787  -0.17394  0.78702  -0.075
O  -0.78981  -0.69146  5.78426  -0.068
O  -5.12351  2.40978  -0.84229  -0.097
O  -1.35301  -4.64156  -4.78565  -0.069
C  3.15979  1.58818  -3.85750  -0.302
C  -5.70660  -0.35865  1.50332  -0.075
C  -1.16201  -0.20720  4.50233  -0.317
C  -0.52914  -0.31031  -3.81418  -0.079
C  -0.52947  -4.02996  -2.57205  -0.068
C  -0.33117  4.72265  -4.04598  -0.293
C  -2.92173  3.36493  -0.92189  -0.076
C  0.23369  4.26596  -2.70015  -0.092
C  -4.27473  -0.77960  -2.43922  -0.271
C  5.44900  -0.09568  0.52637  -0.297
C  2.63842  -5.55797  -0.69827  -0.293
C  -0.58504  -5.34634  1.39459  -0.077
C  0.47699  3.64551  0.75246  -0.081
C  -1.04381  -0.22149  -5.26854  -0.294
C  -4.41570  3.63973  -1.03113  -0.274
C  3.31270  1.32738  -2.35779  -0.072
C  -1.58674  -3.84367  -3.63717  -0.319
C  0.99699  0.06781  0.34284  -0.056
C  2.34155  1.49659  3.55417  -0.333
C  3.12820  -2.87913  2.53375  -0.327
C  -4.88749  -1.97963  -1.70548  -0.062
C  -0.25329  -3.88159  1.19191  -0.310
C  1.61278  4.63836  0.95638  -0.264
C  -2.74441  3.10261  4.71691  -0.317
C  5.04089  -1.21409  -0.40843  -0.099
C  -1.83557  3.49759  3.55460  -0.100
C  -0.79610  -1.18117  3.41053  -0.080
C  2.53598  2.62239  4.55110  -0.071
C  -4.24559  -0.29710  1.92258  -0.272
C  -0.40560  0.38212  -0.15284  -0.286
C  2.97511  -4.19017  -1.21508  -0.091
C  3.61783  -2.16832  3.78652  -0.074
H  1.62403  5.39453  0.15865  0.106
H  -2.80337  3.95360  5.39833  0.110
H  5.19457  0.86733  0.06922  0.096
H  7.29581  0.01132  -0.04978  0.075
H  -0.24277  3.30765  -2.49089  0.056
H  -1.70877  2.70390  2.81193  0.045
H  -2.59146  2.71617  -1.72994  0.075
H  2.52392  -3.35185  -0.67976  0.064
H  2.69010  2.05578  -1.83778  0.059
H  -0.37428  1.02256  -1.04167  0.094
H  2.77786  -4.12022  -2.28342  0.074
H  2.55715  -6.54533  0.99092  0.098
H  0.44150  -3.78157  -3.00300  0.067
H  2.47473  0.50951  4.00747  0.098
H  -6.26670  -0.02913  2.38589  0.083
H  -0.03904  5.72953  -4.35195  0.111
H  -2.36450  4.30092  -0.99545  0.074
H  -4.99298  -0.22873  -3.05026  0.118
H  -3.91209  2.04462  3.61720  0.041
H  -3.51035  -1.17842  -3.11264  0.087
H  -6.08790  -1.36747  1.33932  0.076
H  2.30204  3.60390  4.12828  0.063
H  -2.01814  0.26028  -5.28268  0.114
H  1.53813  -0.55723  -0.36699  0.066
H  2.08239  1.66697  -4.03183  0.090
H  -1.27292  -2.32527  0.53074  0.025
H  1.61843  -5.80512  -1.01942  0.101
H  -5.30706  -2.68307  -2.42560  0.077
H  5.35199  -0.99228  -1.43857  0.071
H  2.81104  -2.03932  4.50807  0.069
H  -1.90743  -0.59617  -0.88595  0.050
H  4.92362  -0.08238  1.47795  0.088
H  -1.29261  -1.48543  5.98111  0.082
H  3.95067  -1.25040  -0.51060  0.049
H  -5.91000  0.26877  0.63930  0.058
H  -4.13004  1.55732  1.23841  0.062
H  4.41356  -2.71904  4.29036  0.078
H  -1.30076  -2.14797  3.52572  0.083
H  -0.67613  0.74874  4.30641  0.092
H  5.44236  -2.19187  -0.16276  0.065
H  1.05134  -0.29159  1.36809  0.055
H  0.99191  3.89682  -5.23652  0.067
H  3.53009  3.18564  -4.97698  0.074
H  0.64442  -0.19272  -6.25999  0.079
H  -1.60941  -2.79426  -3.96852  0.073
H  -6.06625  2.60731  -0.84828  0.106
H  0.44832  2.98901  1.62855  0.057
H  -3.63667  -0.79227  1.15722  0.096
H  3.86757  -4.32404  1.44047  0.040
H  -0.58091  -4.31694  -5.25394  0.077
H  2.40084  -3.64161  2.84451  0.102
H  -1.03606  -5.82888  0.52781  0.072
H  3.32964  -6.27392  -1.15865  0.119
H  -1.27052  -5.45838  2.23797  0.076
H  -0.94271  0.94172  0.62785  0.104
H  -2.29581  4.33354  3.02502  0.077
H  0.30797  -1.00441  -3.72238  0.078
H  -4.17332  0.81656  -1.29026  0.043
H  3.25484  4.02221  0.01545  0.094
H  0.28127  -1.34297  3.36415  0.066
H  -1.41693  4.65837  -3.98886  0.107
H  4.36587  1.37667  -2.08156  0.070
H  -2.29538  2.28823  5.29602  0.095
H  -2.24798  -0.04623  4.51006  0.103
H  3.58922  2.64425  4.83866  0.079
H  1.61024  5.25118  1.85944  0.114
H  -1.20009  -0.90065  2.43252  0.061
H  -2.61677  -3.96985  -3.29596  0.113
H  2.97631  0.33269  -2.06378  0.059
H  0.36721  -3.78222  0.29569  0.089
H  -1.13349  -1.25908  -5.62029  0.101
H  3.65795  0.82091  -4.45514  0.113
H  1.53307  1.02074  0.40201  0.054
H  -0.82435  3.73277  3.90177  0.070
H  -1.37297  -0.61042  -3.18854  0.041
H  -2.70486  3.00212  0.08384  0.065
H  0.30668  -5.92149  1.65568  0.057
H  3.00519  2.37606  1.94696  0.041
H  -0.17942  0.64673  -3.42125  0.057
H  -0.54816  -5.04505  -2.16946  0.076
H  -0.70462  -3.40034  -1.69565  0.060
H  4.06242  -1.21092  3.50327  0.058
H  4.04423  -3.98651  -1.08800  0.072
H  2.59781  -2.17774  1.87506  0.093
H  0.24051  -3.46738  2.07088  0.084
H  -4.71389  4.39034  -0.29525  0.119
H  -0.54159  4.04196  0.77289  0.065
H  0.05796  5.01835  -1.92753  0.070
H  1.31337  4.09283  -2.70222  0.068
H  -4.07980  -2.42879  -1.12752  0.077
H  1.94377  2.54311  5.46459  0.074
H  1.29406  1.43314  3.21078  0.083
H  -4.08586  -0.71759  2.91304  0.115
H  -5.69072  -1.67438  -1.03542  0.055
H  -4.63696  4.06595  -2.01403  0.115
H  0.61019  3.05580  -0.14929  0.051

Forces on atoms 1 to 6 (eV/Å):
-0.12 0.22 -0.53
-0.29 0.04 -0.20
0.32 -0.62 0.27
0.21 0.17 0.29
0.29 -0.06 -0.12
0.06 0.35 0.24



Below is a cluster of 2 separate species, C4H11NO in total in a non-equilibrium geometry, with properties calculated with ωB97M-V with the def2-TZVPD basis set.

Results
- highest occupied orbital energy (eV) = -9.991
- charge = 0
- lowest unoccupied orbital energy (eV) = 0.820
- energy relative to the best compared isomer or geometry (same formula, charge and spin) (kcal per mole) = 37.1
- orbital gap (eV) = 10.8

Last column: Löwdin charge in e.
Positions of all 17 atoms, in Å:
O  2.47027  -0.59365  0.84992  0.075
N  2.54770  1.60243  0.31836  0.144
C  -2.25887  -0.60142  -1.00962  -0.166
C  0.56150  0.74990  1.43502  -0.037
C  1.88911  0.44284  0.80261  -0.583
C  -1.14378  -1.60206  -1.03865  -0.172
H  -1.42114  -2.56064  -1.01613  0.013
H  -0.21633  -0.09452  1.37621  0.087
H  -2.75386  -0.52490  -1.90936  0.031
H  0.49518  0.91081  2.60571  0.125
H  -0.36343  -1.21101  -1.82502  0.117
H  -3.04876  -0.84430  -0.28089  0.077
H  0.18165  1.70139  1.02939  0.064
H  -0.41738  -1.60203  -0.22286  0.040
H  1.90312  2.25036  -0.17076  0.103
H  -1.75305  0.34208  -0.77333  0.061
H  3.32805  1.63471  -0.17060  0.023

Forces on atoms 1 to 6 (eV/Å):
0.20 -1.67 0.04
-6.60 1.19 1.68
0.88 0.18 2.67
-2.43 -0.25 2.04
1.41 1.83 0.49
3.63 3.92 -0.86



Below is the ion C6H4N3O with charge +1 in a non-equilibrium geometry, with properties calculated with ωB97M-V with the def2-TZVPD basis set.

Results
- highest occupied orbital energy (alpha / beta) (eV) = -13.987 / -13.989
- charge = +1
- lowest unoccupied orbital energy (alpha / beta) (eV) = -7.314 / -7.314
- energy relative to the best compared isomer or geometry (same formula, charge and spin) (kcal per mole) = 115.8
- orbital gap (alpha / beta) (eV) = 6.7 / 6.7

Last column: Löwdin charge in e.
Positions of all 14 atoms, in Å:
O  3.61448  0.41032  0.06682  0.235
N  2.47351  0.53761  -0.00318  -0.022
N  -1.88522  -1.23803  -0.06659  0.160
N  1.61556  -1.40580  -0.04930  0.317
C  0.10738  0.49226  0.04664  -0.093
C  1.33347  1.17616  -0.03609  0.006
C  -2.09939  0.03132  -0.29896  0.045
C  -1.14753  1.00948  0.16673  0.084
C  -0.77831  -1.78685  0.20614  0.059
C  0.45265  -0.98339  -0.05643  -0.277
H  -1.24509  2.01082  0.28197  0.102
H  -2.99438  0.24910  -0.71003  0.114
H  1.27930  2.21628  -0.15582  0.149
H  -0.72646  -2.71929  0.60810  0.120

Forces on atoms 1 to 6 (eV/Å):
0.33 1.29 -0.24
-2.55 -3.18 0.17
-0.83 -0.79 0.33
1.16 1.68 -0.01
1.15 -1.32 -0.11
1.29 0.61 0.09



Repeat the first record exactly.
Below is a structure of composition C3H5N3O in a non-equilibrium geometry, with properties calculated with ωB97M-V with the def2-TZVPD basis set.

Results
- highest occupied orbital energy (eV) = -9.991
- charge = 0
- lowest unoccupied orbital energy (eV) = -0.192
- energy relative to the best compared isomer or geometry (same formula, charge and spin) (kcal per mole) = 110.1
- orbital gap (eV) = 9.8

Last column: Löwdin charge in e.
Positions of all 12 atoms, in Å:
O  -2.57979  0.89956  -0.18874  -0.045
N  0.70390  -1.07161  0.58904  0.098
N  2.19959  0.59003  -0.04417  0.105
N  0.45422  1.06578  -0.66496  0.195
C  -0.20795  0.17958  -0.07652  -0.293
C  -1.66987  -0.08969  0.20132  -0.237
C  1.88764  -0.64840  0.36652  -0.389
H  2.33230  -1.62637  0.65063  0.134
H  -1.74081  -0.19946  1.29046  0.129
H  2.84484  0.80074  -0.80264  0.088
H  -1.88199  -1.07628  -0.23933  0.125
H  -2.34209  1.17611  -1.08162  0.091

Forces on atoms 1 to 6 (eV/Å):
0.22 0.09 -0.30
-3.04 3.12 -1.59
-2.71 0.31 -1.25
1.64 -0.85 1.63
2.32 -2.10 1.30
0.45 -0.07 -0.03



Which of these has the highest charge? C6H4N3O